No. 1
Computed, not measured: 6 unconnected molecules or ions with the total composition C15H39Cl2FNO6S5, with ωB97M-V/def2-TZVPD.

Last column: natural (NBO) charge in e.
CARTESIAN COORDINATES (ANGSTROEM)
C1 1.796 -2.856 -0.805  -0.63
C2 1.677 -1.374 -0.502  -0.24
Cl1 2.605 -0.997 0.974  -0.03
C3 0.275 -0.838 -0.258  -0.08
Cl2 -0.560 -0.420 -1.729  0.02
N1 -0.583 -1.716 0.598  -0.55
C4 -1.384 -2.789 -0.053  -0.36
C5 -1.400 -3.978 0.868  0.86
O1 -1.277 -3.932 2.058  -0.50
F1 -1.584 -5.103 0.190  -0.30
H1 2.821 -3.096 -1.057  0.26
H2 1.499 -3.461 0.051  0.20
H3 1.165 -3.117 -1.653  0.22
H4 2.120 -0.808 -1.319  0.28
H5 0.323 0.080 0.314  0.29
H6 -1.218 -1.053 1.067  0.50
H7 0.007 -2.109 1.342  0.46
H8 -2.404 -2.439 -0.180  0.27
H9 -0.983 -3.064 -1.019  0.27
C6 -4.033 1.344 1.253  -0.82
S1 -2.498 1.657 0.388  1.25
O2 -1.477 0.773 1.066  -1.07
C7 -2.259 3.318 0.987  -0.83
H10 -4.340 0.322 1.042  0.24
H11 -3.878 1.480 2.323  0.25
H12 -4.792 2.034 0.886  0.25
H13 -2.248 3.321 2.077  0.27
H14 -3.070 3.944 0.620  0.25
H15 -1.310 3.684 0.601  0.25
C8 1.946 0.341 -5.675  -0.83
S2 3.168 1.168 -4.652  1.27
O3 3.527 0.205 -3.569  -1.02
C9 2.046 2.348 -3.912  -0.83
H16 2.450 -0.466 -6.201  0.24
H17 1.154 -0.064 -5.042  0.22
H18 1.539 1.050 -6.395  0.23
H19 1.253 1.804 -3.399  0.21
H20 1.631 2.999 -4.682  0.24
H21 2.615 2.946 -3.204  0.26
C10 -2.338 6.217 6.006  -0.83
S3 -1.744 5.441 4.504  1.25
O4 -2.927 4.850 3.814  -1.01
C11 -0.900 4.079 5.315  -0.83
H22 -2.935 7.079 5.717  0.25
H23 -2.951 5.509 6.562  0.23
H24 -1.486 6.544 6.601  0.24
H25 -1.611 3.528 5.931  0.23
H26 -0.084 4.470 5.922  0.24
H27 -0.498 3.429 4.540  0.23
C12 7.754 2.967 -5.006  -0.83
S4 6.288 2.593 -4.041  1.25
O5 5.492 3.847 -3.936  -1.00
C13 7.142 2.386 -2.476  -0.83
H28 7.432 3.185 -6.022  0.24
H29 8.257 3.837 -4.583  0.23
H30 8.414 2.100 -5.007  0.23
H31 7.686 3.299 -2.236  0.23
H32 7.821 1.537 -2.547  0.23
H33 6.389 2.190 -1.716  0.24
C14 -5.412 -7.085 3.195  -0.83
S5 -5.131 -6.003 1.791  1.24
O6 -6.428 -5.836 1.094  -0.98
C15 -4.174 -7.190 0.836  -0.83
H34 -6.048 -6.551 3.898  0.24
H35 -5.912 -7.990 2.855  0.24
H36 -4.459 -7.322 3.668  0.23
H37 -4.772 -8.085 0.673  0.24
H38 -3.255 -7.431 1.371  0.23
H39 -3.936 -6.729 -0.120  0.23

Properties
**Frontier orbital gap**: 0.2922 Ha
**LUMO**: -0.0917 Ha
**Electronic energy**: -4111.95531 Eh
**Net charge**: +1
**HOMO level**: -0.384 Ha

No. 2
Computed, not measured: 7 unconnected molecules or ions with the total composition C15H39Cl9O16P4, with ωB97M-V/def2-TZVPD.

Last column: Mulliken charge in e.
CARTESIAN COORDINATES (ANGSTROEM)
C1 9.153 -1.018 7.966  -0.73
O1 7.786 -1.508 7.814  -0.31
P1 7.010 -2.334 8.966  1.04
O2 7.950 -3.161 9.707  -0.68
O3 6.395 -0.998 9.767  -0.28
C2 6.264 -0.850 11.164  -0.65
O4 5.753 -3.050 8.262  -0.29
C3 5.886 -4.211 7.507  -0.68
H1 9.888 -1.375 7.244  0.30
H2 9.683 -1.303 8.875  0.30
H3 9.107 0.068 8.043  0.30
H4 6.533 0.094 11.639  0.26
H5 6.936 -1.558 11.649  0.29
H6 5.215 -1.070 11.358  0.27
H7 5.561 -4.025 6.483  0.28
H8 5.072 -4.885 7.772  0.26
H9 6.850 -4.707 7.616  0.32
C4 -8.400 1.579 -8.280  -0.60
O5 -7.608 2.426 -7.444  -0.31
P2 -7.459 2.195 -5.816  0.97
O6 -7.656 3.465 -5.050  -0.65
O7 -5.944 1.638 -5.641  -0.28
C5 -4.882 2.549 -5.846  -0.66
O8 -8.382 0.899 -5.438  -0.29
C6 -8.669 0.643 -4.029  -0.70
H10 -9.116 0.914 -7.798  0.29
H11 -7.862 0.998 -9.029  0.27
H12 -8.936 2.260 -8.940  0.25
H13 -5.204 3.589 -5.808  0.32
H14 -4.479 2.419 -6.850  0.25
H15 -4.084 2.291 -5.150  0.24
H16 -8.501 -0.382 -3.699  0.31
H17 -9.635 1.113 -3.841  0.29
H18 -7.921 1.056 -3.353  0.29
C7 9.180 5.502 -2.583  -0.70
O9 8.514 6.785 -2.529  -0.33
P3 6.888 6.753 -2.689  1.15
O10 6.098 5.746 -1.819  -0.69
O11 6.708 6.577 -4.322  -0.30
C8 5.434 6.226 -4.745  -0.77
O12 6.415 8.258 -2.487  -0.32
C9 5.606 8.641 -1.419  -0.66
H19 8.602 4.603 -2.370  0.33
H20 10.078 5.545 -1.966  0.24
H21 9.334 5.352 -3.651  0.31
H22 5.599 5.415 -5.455  0.29
H23 4.951 7.046 -5.277  0.26
H24 4.751 5.729 -4.057  0.35
H25 5.381 7.809 -0.753  0.33
H26 4.668 9.099 -1.734  0.25
H27 6.018 9.515 -0.913  0.25
C10 -5.783 -6.995 -2.829  -0.73
O13 -6.351 -7.943 -2.006  -0.30
P4 -7.483 -8.841 -2.727  1.08
O14 -8.555 -8.062 -3.360  -0.66
O15 -6.724 -9.855 -3.802  -0.33
C11 -5.350 -10.086 -3.657  -0.72
O16 -8.018 -9.927 -1.595  -0.34
C12 -9.338 -10.375 -1.479  -0.60
H28 -6.569 -6.244 -2.902  0.31
H29 -5.446 -7.383 -3.790  0.34
H30 -4.944 -6.514 -2.327  0.24
H31 -4.870 -9.602 -2.806  0.36
H32 -4.830 -9.848 -4.584  0.26
H33 -5.240 -11.162 -3.518  0.28
H34 -9.416 -11.252 -0.837  0.24
H35 -9.881 -10.516 -2.414  0.29
H36 -9.725 -9.513 -0.936  0.28
Cl1 3.775 4.811 8.506  -0.14
C13 2.536 3.748 7.734  0.07
Cl2 2.287 4.294 6.075  -0.11
Cl3 1.045 3.863 8.622  -0.10
H37 2.947 2.738 7.750  0.28
Cl4 -3.994 6.401 1.865  -0.10
C14 -3.272 5.663 0.451  0.07
Cl5 -3.254 3.881 0.642  -0.12
Cl6 -1.685 6.488 -0.056  -0.12
H38 -4.005 5.727 -0.352  0.28
Cl7 1.874 -0.912 2.310  -0.11
C15 2.288 -0.330 0.678  0.08
Cl8 1.327 -0.838 -0.698  -0.12
Cl9 4.035 -0.523 0.332  -0.12
H39 2.083 0.740 0.656  0.27

Properties
**Frontier orbital gap**: 0.3897 Ha
**LUMO**: 0.0069 Ha
**Electronic energy**: -7306.11508 Eh
**HOMO level**: -0.383 Ha

No. 3
Computed, not measured: 5 unconnected molecules or ions with the total composition C15H39O14P3, with ωB97M-V/def2-TZVPD.

Last column: Mulliken charge in e.
CARTESIAN COORDINATES (ANGSTROEM)
C1 2.929 3.726 1.881  -0.41
O1 2.220 4.525 0.993  -0.47
P1 1.416 3.926 -0.309  0.48
O2 0.665 2.770 0.270  -0.23
O3 0.240 4.815 -0.916  -0.36
C2 -1.115 4.653 -0.792  -0.49
O4 2.336 3.373 -1.448  -0.05
C3 2.159 3.682 -2.758  -0.58
H1 2.044 2.999 2.313  0.09
H2 3.283 4.236 2.842  0.22
H3 3.673 3.327 1.191  0.28
H4 -1.325 3.546 -1.243  0.16
H5 -1.733 5.514 -1.152  0.27
H6 -1.378 4.590 0.189  0.32
H7 1.113 3.356 -2.943  0.11
H8 2.907 3.317 -3.396  0.29
H9 1.983 4.662 -2.929  0.43
C4 -0.065 -4.817 3.451  -0.86
O5 -0.617 -3.523 3.434  -0.24
P2 -1.886 -3.193 2.549  0.68
O6 -3.107 -3.896 3.001  -0.77
O7 -2.017 -1.570 2.414  0.27
C5 -2.943 -0.837 3.252  -0.72
O8 -1.599 -3.858 1.039  -0.45
C6 -1.003 -3.079 0.025  -0.39
H10 0.629 -4.561 4.199  0.28
H11 0.064 -4.974 2.489  0.45
H12 -0.664 -5.594 3.875  0.29
H13 -2.445 0.154 3.167  0.25
H14 -2.833 -1.246 4.339  0.33
H15 -3.967 -0.974 2.749  0.24
H16 0.007 -3.022 0.165  0.15
H17 -1.399 -2.162 -0.036  0.28
H18 -0.887 -3.709 -0.907  0.29
C7 -0.280 0.997 -2.791  -0.50
O9 -1.487 1.607 -2.718  -0.38
P3 -2.855 1.000 -1.957  0.73
O10 -2.603 -0.404 -1.619  -0.56
O11 -3.145 1.672 -0.541  -0.21
C8 -2.419 1.260 0.591  -0.65
O12 -3.988 1.043 -3.007  -0.34
C9 -5.306 0.731 -2.507  -0.94
H19 0.180 1.165 -3.844  0.33
H20 -0.426 -0.243 -2.601  0.16
H21 0.399 1.278 -1.935  0.18
H22 -1.428 0.997 0.551  0.34
H23 -2.793 0.393 1.113  0.43
H24 -2.607 2.292 1.209  0.11
H25 -6.063 0.632 -3.108  0.46
H26 -5.664 1.667 -1.972  0.30
H27 -5.468 0.100 -1.677  0.36
C10 3.198 -0.995 -1.944  -0.77
C11 2.999 -1.211 -3.462  0.95
C12 2.389 -2.561 -3.807  -1.68
O13 3.120 -0.258 -4.270  -0.59
H28 3.926 -1.746 -1.512  0.43
H29 2.468 -0.946 -1.511  -0.40
H30 3.762 -0.238 -1.917  0.66
H31 2.956 -3.108 -3.476  0.80
H32 2.531 -2.670 -4.941  0.31
H33 1.440 -3.040 -3.450  0.33
C13 2.734 -2.009 3.727  -1.44
C14 2.283 -2.049 2.309  0.89
C15 1.190 -0.937 1.933  -0.38
O14 2.710 -2.824 1.538  -0.56
H34 3.127 -0.867 3.908  0.33
H35 3.391 -2.688 3.576  0.49
H36 1.862 -2.493 3.962  0.28
H37 0.980 -0.762 0.733  -0.13
H38 1.725 0.136 2.006  0.18
H39 0.448 -1.065 2.417  0.32

Properties
**Frontier orbital gap**: 0.3681 Ha
**LUMO**: 0.0208 Ha
**Electronic energy**: -2672.05103 Eh
**HOMO level**: -0.347 Ha

No. 4
Computed, not measured: a molecular structure, C15H39O29P4V2, with ωB97M-V/def2-TZVPD.

Last column: Mulliken charge in e.
CARTESIAN COORDINATES (ANGSTROEM)
O1 0.370 -3.660 2.713  -0.62
V1 -0.600 -4.149 1.569  1.26
O2 -1.385 -5.511 1.997  -0.39
O3 3.389 -2.072 -1.788  -0.66
V2 2.016 -2.631 -1.256  1.05
O4 1.317 -3.327 -2.501  -0.58
O5 3.146 -6.113 1.182  -0.45
C1 2.394 -5.276 0.402  0.83
O6 2.948 -4.552 -0.403  -0.70
O7 1.126 -5.181 0.422  -0.67
H1 3.996 -5.680 1.078  0.32
O8 -0.448 -0.404 0.748  0.03
C2 0.166 -1.222 -0.061  1.58
O9 0.400 -2.394 0.265  0.13
O10 0.546 -0.867 -1.164  -0.90
H2 -0.583 0.380 0.210  -0.02
O11 -3.297 -0.872 2.648  -0.49
C3 -3.143 -2.119 2.817  0.58
O12 -2.421 -2.726 2.032  -0.43
O13 -3.542 -2.748 3.858  -0.80
H3 -2.687 -0.971 1.913  0.22
C4 -5.730 1.748 -2.629  -0.73
O14 -4.672 1.923 -1.650  -0.22
P1 -3.108 2.251 -1.901  0.60
O15 -2.157 1.726 -0.874  -0.25
O16 -2.831 1.749 -3.386  -0.33
C5 -1.442 1.805 -3.792  -0.67
O17 -3.080 3.873 -2.111  -0.33
C6 -3.520 4.719 -1.047  -0.83
H4 -5.398 1.981 -3.641  0.32
H5 -6.723 2.178 -2.504  0.32
H6 -5.727 0.677 -2.831  0.25
H7 -0.920 2.452 -3.087  0.34
H8 -1.228 2.122 -4.813  0.30
H9 -1.015 0.813 -3.648  0.18
H10 -4.558 4.954 -1.283  0.32
H11 -2.930 5.568 -0.702  0.32
H12 -3.771 4.252 -0.095  0.31
C7 -5.562 -4.658 -2.611  -0.73
O18 -4.496 -4.897 -1.643  -0.41
P2 -3.207 -3.897 -1.493  0.52
O19 -2.055 -4.305 -0.626  -0.22
O20 -2.806 -3.666 -3.070  -0.38
C8 -1.557 -3.290 -3.415  -0.22
O21 -3.892 -2.458 -1.012  -0.33
C9 -3.461 -1.149 -1.316  0.39
H13 -5.385 -3.952 -3.422  0.30
H14 -6.415 -4.200 -2.109  0.30
H15 -5.818 -5.583 -3.127  0.28
H16 -1.668 -2.748 -4.354  0.32
H17 -0.961 -4.154 -3.709  0.25
H18 -1.015 -2.632 -2.736  -0.19
H19 -4.270 -0.564 -1.754  -0.35
H20 -2.659 -1.283 -2.042  0.22
H21 -2.983 -0.664 -0.465  0.04
C10 2.475 2.106 0.574  -0.37
O22 2.838 3.295 -0.014  -0.33
P3 4.062 3.422 -1.102  0.93
O23 5.417 3.086 -0.560  -0.70
O24 3.611 2.428 -2.313  -0.15
C11 4.223 2.340 -3.516  -0.73
O25 4.035 4.945 -1.653  -0.34
C12 5.011 5.869 -1.064  -0.66
H22 2.297 2.051 1.647  -0.09
H23 3.164 1.277 0.411  0.44
H24 1.490 1.899 0.156  0.20
H25 4.217 1.273 -3.738  0.26
H26 5.240 2.721 -3.619  0.31
H27 3.651 2.749 -4.349  0.29
H28 5.890 5.943 -1.705  0.26
H29 5.378 5.535 -0.094  0.32
H30 4.583 6.870 -1.010  0.26
C13 3.526 -0.458 6.889  -0.70
O26 2.296 -0.238 6.169  -0.28
P4 2.208 1.230 5.458  1.03
O27 2.117 2.449 6.316  -0.76
O28 3.614 1.245 4.615  -0.28
C14 4.132 2.484 4.074  -0.31
O29 0.978 1.091 4.310  -0.29
C15 0.822 0.001 3.530  -0.36
H31 4.419 0.161 6.797  0.31
H32 3.816 -1.471 6.610  0.27
H33 3.279 -0.428 7.950  0.28
H34 3.387 2.525 3.280  -0.02
H35 5.076 2.519 3.530  0.28
H36 4.113 3.350 4.736  0.33
H37 -0.226 0.016 3.233  0.20
H38 0.769 -0.949 4.062  0.40
H39 1.402 0.069 2.609  0.00

Properties
**Frontier orbital gap**: 0.2480 Ha
**LUMO**: 0.0668 Ha
**Electronic energy**: -6030.79642 Eh
**Net charge**: -1
**HOMO level**: -0.181 Ha